[1]
# C21H31F5P2PbS

A structure of composition C21H31F5P2PbS at a distorted geometry (ωB97M-V/def2-TZVPD, the OMol25 dataset).

Calculated values
**Energy relative to the best compared isomer or geometry (same formula, charge and spin)**: 5.905 eV
**Max |F|**: 5.97 eV/Å
**Net charge**: +2
**Frontier orbital gap (spin up / spin down)**: 5.853 / 5.857 eV
**2S+1**: 1
**HOMO (spin up / spin down)**: -13.81 / -13.81 eV
**LUMO level (spin up / spin down)**: -0.2925 / -0.2925 hartree

The geometry in XYZ format:
```
61
Properties=species:S:1:pos:R:3:forces:R:3:lowdin_charge:R:1
P -1.57000 -2.75758 0.89012 -0.4216 0.1655 0.1128 0.9038
P -1.07552 1.61904 0.45877 -0.1014 0.8503 1.7000 0.8506
C -2.27236 -1.05253 0.18443 -0.3454 -0.2098 0.9788 -0.3819
C -1.49064 0.08123 -0.50050 -0.2951 -0.0670 -0.8332 -0.3875
H -2.67914 -0.70251 1.14958 -0.1447 0.0709 -0.4706 0.0348
H -3.13966 -1.28205 -0.46979 0.5770 -0.0725 0.3922 0.0861
H -0.71548 -0.42505 -1.10945 0.2496 0.8653 0.4153 0.0501
H -2.18698 0.56658 -1.24863 0.7583 -0.5015 0.8841 0.0794
C -2.49180 2.75057 0.19084 -0.8830 0.2234 0.1598 -0.1865
H -2.93788 3.21926 1.08522 0.2686 -0.5159 -0.1813 0.0775
H -3.28172 2.20012 -0.35423 0.2484 0.3951 0.3629 0.0706
H -2.11630 3.59890 -0.42671 -0.3386 -0.7640 0.3521 0.0698
C 0.11677 2.76937 -0.30514 0.7510 -0.5641 -0.1201 -0.2480
H -0.32453 2.86773 -1.30734 0.3893 -0.0097 0.1551 0.0312
H 1.10719 2.32487 -0.38122 -0.0761 0.1207 -0.0397 -0.0363
H 0.24633 3.78917 0.09000 -0.5704 -0.5673 0.5608 0.0994
C -2.50358 -3.82682 -0.22274 -1.0054 -0.6075 -0.3357 -0.3434
H -2.43143 -4.84004 0.17978 -0.1333 0.0100 -0.0539 0.0552
H -2.05267 -3.84746 -1.22420 -0.2976 0.1284 0.1446 0.0443
H -3.55055 -3.55914 -0.29796 -0.2623 -0.1027 0.0249 0.0413
C -0.08145 -3.34859 0.00956 1.7423 0.8148 -0.4274 -0.3286
H 0.00094 -2.67642 -0.84759 -0.0877 -0.3234 -0.3575 -0.0231
H -0.12552 -4.40925 -0.36948 -0.0540 1.1730 0.6975 0.0839
H 0.85665 -3.13681 0.54476 -0.2699 -0.5242 0.0823 0.0011
Pb 2.38458 -0.17031 -0.60100 0.8489 1.6477 5.6705 1.4799
C 1.49659 1.71140 -2.86885 -0.2946 0.6137 -0.5722 -0.2179
C 0.16170 1.70260 -3.11159 -0.7404 0.0245 -0.8325 -0.1305
C -0.69911 0.54693 -3.49970 0.6877 -0.0168 -1.7091 -0.1771
C -0.00459 -0.83604 -3.64653 -1.5068 0.4990 0.3514 -0.1602
C 1.04421 -1.34331 -2.70636 2.5976 -1.7803 -1.4336 -0.1317
C 2.41273 -0.93857 -2.54915 -0.9921 -2.8914 -4.7750 -0.5166
C 3.15364 -0.06038 -3.57580 0.1341 0.8653 0.0920 -0.1648
C 2.34025 1.22026 -3.98338 0.9423 -2.1492 -0.3938 -0.1582
C 2.71193 -1.47014 1.56084 -0.6787 -0.5218 -0.1624 -0.2403
H 2.00140 2.34038 -2.14241 -0.3059 1.0550 -0.7266 0.0748
H -0.29417 2.61257 -3.49423 -0.7403 0.9262 1.9626 0.1435
H -1.18695 0.75842 -4.47578 0.1733 -0.0655 0.3768 0.1419
H -1.56406 0.50962 -2.80798 0.8202 -0.0197 -0.5591 0.0863
H -0.84178 -1.54292 -3.52155 0.3505 0.0567 -0.3749 0.1239
H 0.31509 -0.91916 -4.69349 0.3175 -0.1196 0.2255 0.1431
H 0.81494 -2.44684 -2.64467 0.6952 1.2331 1.3238 0.1377
H 3.14220 -1.66343 -2.05992 -0.9214 -0.2140 -0.9251 0.1137
H 3.36646 -0.60803 -4.53279 -0.1351 -0.0412 1.1710 0.1530
H 4.11482 0.27198 -3.13342 -0.3303 -0.3842 -0.2780 0.1164
H 3.04835 2.03837 -4.24254 -0.4895 -0.4801 0.2092 0.1492
H 1.76610 1.00176 -4.92350 0.3490 0.2756 1.0400 0.1386
H 3.29345 -0.83815 2.25687 -0.1150 0.0733 -0.7576 -0.0102
H 3.13561 -2.51339 1.59080 -0.4172 1.0904 -0.5460 0.0138
H 1.67384 -1.49858 1.94532 0.5221 -0.0966 -0.2000 -0.0819
F -0.39398 1.66392 8.19055 0.1329 -0.8382 -1.3259 0.1672
C -0.26932 1.23408 6.92509 -0.6553 0.6618 0.6219 -0.0784
C 0.77214 1.74463 6.15455 0.5132 0.7071 0.4299 -0.1033
F 1.65782 2.58678 6.74212 -0.8158 -1.0946 -0.7678 0.1370
C 0.80991 1.52142 4.78362 0.4130 0.4357 -0.0050 -0.1942
F 1.83554 2.08851 4.13094 -0.8133 -0.3678 -0.1342 0.1108
C -0.20833 0.79078 4.13001 -0.0968 0.6889 0.5332 -0.4447
S -0.36869 0.46558 2.42696 0.4795 -0.4877 -1.9085 0.8221
C -1.18380 0.19074 4.95794 -1.1661 -0.6201 -0.6033 -0.1836
F -2.09993 -0.62386 4.33630 0.9393 1.3027 1.2748 0.0521
C -1.26748 0.44610 6.32704 -0.8833 -0.0128 0.3262 -0.0898
F -2.37178 0.10370 7.03760 1.4833 0.0573 -0.8217 0.1347
```
Positions in Å, forces in eV/Å.



[2]
# C5H12O2

A cluster of 2 separate species, C5H12O2 in total (ωB97M-V/def2-TZVPD, the OMol25 dataset).

Calculated values
**Energy relative to the best compared isomer or geometry (same formula, charge and spin)**: 3.918 eV
**Max |F|**: 0.43 eV/Å
**Frontier orbital gap**: 8.958 eV
**2S+1**: 1
**HOMO**: -8.17 eV
**LUMO level**: 0.0290 hartree

The geometry in XYZ format:
```
19
Properties=species:S:1:pos:R:3:forces:R:3:lowdin_charge:R:1
C 0.08141 1.34840 1.47937 0.0594 0.1218 0.1649 -0.0848
O -0.35503 0.36428 0.55868 -0.0629 0.0228 -0.0959 -0.2255
C 0.68821 -0.25425 -0.21037 0.1672 -0.1184 -0.0989 -0.4489
C 1.71416 -0.94787 0.67576 0.0300 -0.0097 0.0462 -0.0526
C -0.00153 -1.23388 -1.14619 -0.0090 -0.0041 -0.0342 -0.0414
C -2.99664 0.70964 -1.55423 0.3039 -0.0152 0.2968 -0.0203
O -1.99721 1.50732 -1.28731 -0.2130 -0.0615 -0.0306 -0.1003
H 0.62497 0.89851 2.31777 -0.0845 0.0771 -0.1218 0.0866
H -0.81499 1.83859 1.86525 0.1331 -0.0384 -0.0508 0.0980
H 0.72340 2.09628 0.99198 -0.0831 -0.1060 0.0503 0.1027
H 1.19078 0.53400 -0.79521 -0.0684 -0.0784 0.0718 0.1489
H 1.22223 -1.68492 1.31999 0.0578 0.0842 -0.0829 0.0953
H 2.26615 -0.24252 1.30441 -0.0794 -0.1112 -0.0951 0.0732
H 2.44323 -1.46852 0.04650 -0.1118 0.0754 0.0963 0.0868
H -0.60706 -1.93627 -0.56350 0.1022 0.0768 -0.0766 0.0952
H 0.73959 -1.80090 -1.71691 -0.0817 0.0887 0.0799 0.0872
H -0.65367 -0.71811 -1.85634 0.1153 -0.0955 0.1054 0.0670
H -2.87085 -0.17299 -0.85420 -0.1000 0.1609 -0.1727 -0.0072
H -1.39715 1.16320 -0.57545 -0.0751 -0.0694 -0.0519 0.0402
```
Positions in Å, forces in eV/Å.



[3]
# C3H4OS2

A cluster of 2 separate species, C3H4OS2 in total at a distorted geometry (ωB97M-V/def2-TZVPD, the OMol25 dataset).

Calculated values
**Energy relative to the best compared isomer or geometry (same formula, charge and spin)**: 5.163 eV
**Max |F|**: 3.82 eV/Å
**Frontier orbital gap**: 7.657 eV
**2S+1**: 1
**HOMO**: -7.62 eV
**LUMO level**: 0.0013 hartree

The geometry in XYZ format:
```
10
Properties=species:S:1:pos:R:3:forces:R:3:lowdin_charge:R:1
C -0.22980 0.37624 -0.11166 2.7392 -1.0064 0.0137 -0.6628
C -1.05492 2.47632 0.09987 1.8017 1.0269 0.1475 -0.1006
C 1.04994 -0.17550 -0.12125 -3.4347 1.6733 -0.1451 -0.6409
O -2.18088 2.32432 0.12839 -1.7580 -0.4037 -0.1198 -0.0799
S -1.66544 -0.56712 -0.27278 0.3750 -1.3126 1.3416 0.9018
S 2.25346 1.04436 -0.22096 0.8823 1.2201 -0.0670 0.7489
H 1.36393 -1.17521 -0.19682 0.2019 -1.3759 0.1265 0.0313
H -2.40590 0.47676 -0.66737 -0.7636 0.3063 0.4196 -0.0759
H -2.15944 -0.65506 1.07894 0.2941 0.3378 -1.7393 0.0219
H 3.42457 0.41665 -0.01481 -0.3380 -0.4656 0.0222 -0.1439
```
Positions in Å, forces in eV/Å.



[4]
# C2H2ClNO2

The molecule C2H2ClNO2 at a distorted geometry (ωB97M-V/def2-TZVPD, the OMol25 dataset).

Calculated values
**Energy relative to the best compared isomer or geometry (same formula, charge and spin)**: 2.531 eV
**Max |F|**: 10.61 eV/Å
**Expectation value of S²**: 2.006
**Frontier orbital gap (spin up / spin down)**: 7.391 / 7.638 eV
**2S+1**: 3
**HOMO (spin up / spin down)**: -6.73 / -11.28 eV
**LUMO level (spin up / spin down)**: 0.0241 / -0.1340 hartree

The geometry in XYZ format:
```
8
Properties=species:S:1:pos:R:3:forces:R:3:lowdin_spin:R:1
C 0.27671 -0.46965 1.69684 4.3359 -0.4778 4.1230 0.7318
C -0.38613 0.27236 -1.63111 -1.7311 -0.2067 -0.4712 0.0179
N -0.51585 -0.27789 0.72895 -5.2807 0.5498 -9.1804 0.8884
O -1.40430 -0.19471 -2.04076 1.3958 0.3377 0.8335 0.0367
O 0.14160 0.30096 -0.38516 -0.3715 0.2701 2.5300 0.1829
Cl 0.70592 1.26917 -2.54170 0.0871 -0.1178 -0.4266 0.0097
H -0.05839 -0.72769 2.60917 -1.3721 -0.3649 2.8820 0.0617
H 1.24045 -0.17256 1.56376 2.9365 0.0096 -0.2902 0.0708
```
Positions in Å, forces in eV/Å.